The following is a DFT calculation (ωB97M-V/def2-TZVPD) of an isolated ion of composition C3H3OS and charge +1.

The geometry in ORCA input format:
```
! wB97M-V def2-TZVPD RIJCOSX def2/J DEFGRID3
* xyz 1 1
C -0.04 -0.03 0.06
C -0.72 -0.20 -1.23
C 0.86 -0.65 0.68
O 0.54 -2.49 -1.08
S -0.38 -1.80 -1.95
H -0.01 0.90 0.64
H -1.39 0.62 -1.71
H 1.72 -0.98 1.32
*
```

The calculation puts the gap between HOMO and LUMO at 7.9 eV. The calculation puts the HOMO energy at -14.80 eV. The calculation puts the calculated total energy at -16029.5137 eV. As for the molar mass: 87.12 Da. For the energy above the lowest of the compared OMol25 structures with the same formula, charge and spin, the calculation gives 90.9 kcal/mol.



The following is a DFT calculation (ωB97M-V/def2-TZVPD) of a 2-piece molecular cluster, C3H3P overall.

The geometry in ORCA input format:
```
! wB97M-V def2-TZVPD RIJCOSX def2/J DEFGRID3
* xyz 0 3
C 1.73 0.78 -0.30
C 0.77 -0.01 -0.08
C -0.16 -0.87 0.30
P -2.56 0.03 -0.22
H 2.54 1.23 -0.75
H 0.06 -1.90 0.19
H -2.38 0.75 0.86
*
```

The calculation puts the gap between HOMO and LUMO (spin up / spin down) at 7.2 / 7.2 eV. Its expectation value of S² is 2.032. The calculation puts the HOMO energy (spin up / spin down) at -8.21 / -8.68 eV. The calculation puts the calculated total energy at -12440.9915 eV. As for the molar mass: 70.03 Da. For the energy above the lowest of the compared OMol25 structures with the same formula, charge and spin, the calculation gives 42.5 kcal/mol.



The following is a DFT calculation (ωB97M-V/def2-TZVPD) of an isolated molecule of C3H4.

The geometry in ORCA input format:
```
! wB97M-V def2-TZVPD RIJCOSX def2/J DEFGRID3
* xyz 0 1
C 0.86 0.88 0.36
C -0.03 0.07 -0.14
C -0.91 -0.84 -0.42
H 1.87 0.53 0.54
H 0.58 1.89 0.63
H -1.04 -1.50 0.43
H -1.34 -1.02 -1.40
*
```

The calculation puts the gap between HOMO and LUMO at 10.6 eV. The SMILES is C=C=C. The calculation puts the HOMO energy at -9.53 eV. The calculation puts the calculated total energy at -3173.6911 eV. As for the molar mass: 40.07 Da. For the energy above the lowest of the compared OMol25 structures with the same formula, charge and spin, the calculation gives 3.7 kcal/mol.



The following is a DFT calculation (ωB97M-V/def2-TZVPD) of a 17-piece molecular cluster, C3H40NO16S overall.

The geometry in ORCA input format:
```
! wB97M-V def2-TZVPD RIJCOSX def2/J DEFGRID3
* xyz -1 1
C -0.48 -0.27 -1.41
C -0.61 -1.45 -0.47
C 0.24 -2.68 -0.69
S 2.07 -2.50 -0.40
N -0.39 -0.91 0.94
H -1.41 0.30 -1.45
H -0.25 -0.53 -2.44
H 0.19 0.50 -1.02
H -1.66 -1.70 -0.32
H -0.17 -3.54 -0.17
H 0.19 -2.95 -1.75
H 0.25 -1.53 1.42
H 0.22 -0.11 0.84
H 0.54 -1.14 -4.97
H -0.52 -1.69 -4.02
O -0.39 -1.38 -4.92
H 0.84 -2.53 3.27
H 0.05 -3.73 2.79
O 0.41 -3.34 3.60
H 3.68 0.60 -2.36
H 3.93 1.39 -1.08
O 4.30 1.23 -1.96
H 2.82 1.32 3.45
H 3.68 0.10 3.39
O 3.74 1.04 3.61
H -0.08 3.32 0.90
H -1.32 4.05 1.39
O -0.82 3.24 1.52
H 3.27 -1.71 -3.39
H 2.02 -1.54 -2.51
O 2.42 -1.27 -3.36
H -2.19 2.00 0.75
H -3.45 1.18 0.85
O -2.97 1.74 0.23
H -2.46 -1.74 1.77
H -3.34 -3.01 1.60
O -3.36 -2.05 1.59
H -3.60 1.47 -2.36
H -3.37 2.73 -1.48
O -3.40 2.41 -2.40
H 2.67 -0.07 0.84
H 3.38 1.22 1.36
O 2.94 0.82 0.59
H 1.14 0.27 2.93
H 1.01 1.51 2.11
O 1.00 1.22 3.04
H -0.55 2.26 -3.92
H -1.81 3.04 -3.35
O -0.84 2.98 -3.36
H 0.49 2.81 -1.43
H 1.63 2.26 -0.68
O 0.97 2.98 -0.60
H -3.66 -1.19 0.00
H -3.87 -0.03 -1.01
O -3.86 -0.99 -0.93
H 2.91 -2.19 2.82
H 2.27 -1.85 1.39
O 2.22 -1.64 2.42
H -2.43 0.19 3.65
H -1.67 0.55 2.40
O -2.57 0.52 2.76
*
```

The calculation puts the gap between HOMO and LUMO at 7.8 eV. The calculation puts the HOMO energy at -5.35 eV. The calculation puts the calculated total energy at -48849.9059 eV. As for the molar mass: 378.41 Da. For the energy above the lowest of the compared OMol25 structures with the same formula, charge and spin, the calculation gives 22.8 kcal/mol.



The following is a DFT calculation (ωB97M-V/def2-TZVPD) of a 18-piece molecular cluster, C3H42O17S overall.

The geometry in ORCA input format:
```
! wB97M-V def2-TZVPD RIJCOSX def2/J DEFGRID3
* xyz 0 1
C 3.75 -2.72 -2.19
C 3.19 -2.06 -0.94
S 1.84 -0.93 -1.42
C 0.95 -0.79 0.15
H 4.55 -3.40 -1.92
H 4.13 -1.99 -2.91
H 3.00 -3.32 -2.68
H 3.95 -1.46 -0.46
H 2.80 -2.81 -0.26
H 0.58 -1.75 0.47
H 1.60 -0.35 0.91
H 0.12 -0.11 -0.02
H -1.51 2.03 -1.50
H -2.38 0.72 -1.39
O -1.77 1.20 -1.99
H -2.38 2.64 0.77
H -3.30 1.35 0.82
O -2.95 2.08 1.37
H -1.92 1.39 2.47
H -1.66 1.14 3.97
O -1.25 1.04 3.13
H -1.60 -2.01 2.32
H -0.99 -0.78 3.07
O -1.00 -1.77 3.06
H -3.37 -3.00 1.20
H -2.16 -2.89 0.18
O -2.66 -2.39 0.92
H -0.69 3.98 0.23
H -1.95 4.34 -0.74
O -1.37 3.62 -0.45
H -3.87 -0.06 -3.30
H -3.07 -1.33 -2.93
O -3.95 -0.92 -2.84
H 0.64 2.46 -2.69
H -0.02 3.43 -1.71
O 0.75 3.37 -2.32
H 1.23 -3.73 1.04
H 1.10 -5.20 0.55
O 1.10 -4.27 0.23
H 0.46 4.08 1.92
H 1.22 4.52 0.62
O 0.39 4.66 1.09
H -4.01 -0.39 -1.05
H -3.19 -0.91 0.15
O -3.49 -0.08 -0.29
H 2.98 2.39 0.72
H 3.90 2.27 1.93
O 3.10 1.90 1.55
H -0.65 -1.81 -3.70
H -0.94 -0.72 -2.63
O -1.22 -1.62 -2.96
H 2.04 3.38 -1.18
H 3.37 4.22 -0.88
O 2.66 3.67 -0.48
H 1.67 2.45 2.55
H 0.20 2.13 3.05
O 0.89 2.84 3.02
H -0.39 -3.77 -0.64
H -1.24 -2.88 -1.67
O -1.31 -3.59 -1.00
H 2.05 -2.11 2.43
H 0.56 -2.49 2.73
O 1.47 -2.87 2.52
*
```

The calculation puts the gap between HOMO and LUMO at 8.7 eV. The calculation puts the HOMO energy at -8.57 eV. The calculation puts the calculated total energy at -49440.1038 eV. As for the molar mass: 382.42 Da. For the energy above the lowest of the compared OMol25 structures with the same formula, charge and spin, the calculation gives 0.4 kcal/mol.



The following is a DFT calculation (ωB97M-V/def2-TZVPD) of C3H4AlO4 as an isolated structure.

The geometry in ORCA input format:
```
! wB97M-V def2-TZVPD RIJCOSX def2/J DEFGRID3
* xyz 1 1
O -2.31 -0.10 0.50
C -1.73 0.93 0.04
C -0.63 -1.41 -0.07
O -1.04 1.69 0.76
O -1.06 0.57 -1.11
C -0.04 -0.37 -0.81
H -1.32 -2.07 -0.59
H -0.06 -1.99 0.67
H 0.72 -0.51 -1.59
O 2.83 0.90 0.55
H 3.44 1.34 1.14
Al 1.21 1.02 0.50
*
```

The calculation puts the gap between HOMO and LUMO (spin up / spin down) at 7.8 / 7.8 eV. The calculation puts the HOMO energy (spin up / spin down) at -14.59 / -14.59 eV. The calculation puts the calculated total energy at -17951.9347 eV. As for the molar mass: 131.04 Da. For the energy above the lowest of the compared OMol25 structures with the same formula, charge and spin, the calculation gives 57.2 kcal/mol.



The following is a DFT calculation (ωB97M-V/def2-TZVPD) of an isolated molecule of C3H4BN5O4.

The geometry in ORCA input format:
```
! wB97M-V def2-TZVPD RIJCOSX def2/J DEFGRID3
* xyz 0 1
O 2.85 -2.66 0.69
N 3.08 -1.79 -0.03
O 3.24 -0.56 0.70
C 2.69 0.50 -0.07
C 1.18 0.47 -0.06
N 0.58 0.40 1.13
N -0.72 0.35 1.14
C -1.37 0.38 -0.04
B -2.96 0.28 -0.04
O -3.61 -0.12 -1.16
O -3.66 0.65 1.08
N -0.75 0.48 -1.22
N 0.56 0.53 -1.23
H 3.04 0.43 -1.11
H 3.04 1.41 0.40
H -3.09 -0.69 -1.74
H -4.09 -0.06 1.55
*
```

The calculation puts the gap between HOMO and LUMO at 8.6 eV. The SMILES is O=NOCc1nnc(B(O)O)nn1. The calculation puts the HOMO energy at -9.63 eV. The calculation puts the calculated total energy at -19489.9760 eV. As for the molar mass: 184.91 Da. For the energy above the lowest of the compared OMol25 structures with the same formula, charge and spin, the calculation gives 0.0 kcal/mol.



The following is a DFT calculation (ωB97M-V/def2-TZVPD) of C3H4BeLiO5 as an isolated structure.

The geometry in ORCA input format:
```
! wB97M-V def2-TZVPD RIJCOSX def2/J DEFGRID3
* xyz 0 2
O -2.08 -1.35 0.94
C -1.09 -0.37 0.91
C -1.24 0.68 -0.03
O -0.46 1.66 -0.19
H -2.70 -1.17 1.65
H -0.65 -0.10 1.88
H -2.00 0.52 -0.82
Be 0.84 1.67 0.29
O 0.33 -0.77 -1.25
C 1.50 -0.28 -1.05
O 1.67 0.70 -0.20
O 2.54 -0.82 -1.51
Li 3.60 0.43 -0.49
H -0.27 -0.81 -0.12
*
```

The calculation puts the gap between HOMO and LUMO (spin up / spin down) at 4.6 / 8.7 eV. Its expectation value of S² is 0.751. The calculation puts the HOMO energy (spin up / spin down) at -5.14 / -9.17 eV. The calculation puts the calculated total energy at -14019.3272 eV. As for the molar mass: 136.01 Da.